No. 1
C46H39IN3O6P | wB97M-V/def2-TZVPD

Properties
SMILES = CC(=O)NCCCC[C@@](C#N)(Cc1ccc(C)cc1)[C@@H](C#N)P(O)I.O=C1c2ccccc2C(=O)c2ccccc21.O=C1c2ccccc2C(=O)c2ccccc21
LUMO = -1.18 eV
Total energy = -3031.01991 Ha
Kohn-Sham gap = 7.79 eV
F_max = 3.4 eV Å⁻¹

ORCA input file:
```
! RIJCOSX wB97M-V def2-TZVPD def2/J DEFGRID3
* xyz 0 1
C 0.94013 -7.15178 6.23095
C -0.42802 -7.82693 6.59717
O -0.63894 -8.09278 7.76127
N -1.47244 -8.15138 5.61762
C -2.27093 -6.90350 5.38031
C -1.54821 -5.91565 4.36431
C -2.47905 -5.37272 3.19879
C -2.22838 -3.85595 2.80875
C -1.16524 -3.64751 1.65153
C 0.18788 -4.33680 2.10041
N 1.11094 -4.97701 2.33625
C -1.58663 -4.34992 0.27589
C -0.53316 -4.12624 -0.86322
C -0.86258 -3.05688 -1.85003
C 0.10100 -2.76038 -2.91990
C 1.36837 -3.49627 -3.02444
C 2.45665 -3.18792 -4.12402
C 1.69078 -4.59252 -2.07367
C 0.71793 -4.87191 -1.01302
C -0.83955 -2.09667 1.47893
C -1.99589 -1.16298 1.91216
N -2.90979 -0.49422 2.08937
P 0.73770 -1.73690 2.51969
O 0.37923 -1.83037 4.16377
I 1.26950 0.60245 1.87551
H 1.69427 -7.31755 7.05256
H 0.80254 -6.03857 6.11414
H 1.35108 -7.58609 5.27463
H -1.01637 -8.46554 4.75590
H -3.29715 -7.15194 4.99161
H -2.34122 -6.39932 6.39033
H -0.73403 -6.52432 3.86171
H -1.01667 -5.05566 4.85837
H -3.54015 -5.41418 3.59872
H -2.46208 -6.08037 2.32694
H -3.24085 -3.42544 2.55162
H -1.82204 -3.29850 3.70777
H -1.70046 -5.45998 0.45792
H -2.60807 -3.98298 -0.01532
H -1.83699 -2.50796 -1.72868
H -0.15380 -1.94195 -3.64507
H 3.38712 -2.84202 -3.58196
H 2.69078 -4.15950 -4.62976
H 2.04260 -2.38718 -4.80564
H 2.65084 -5.16411 -2.16944
H 0.91825 -5.67748 -0.25361
H -0.55040 -1.79573 0.43251
H 0.51823 -2.75889 4.44785
O 0.95884 -0.39081 -6.14556
C 0.92521 0.75018 -6.56878
C -0.08101 1.71498 -6.05998
C -0.98010 1.31515 -5.07460
C -1.89845 2.22137 -4.56478
C -1.92229 3.53134 -5.03567
C -1.03985 3.92923 -6.02970
C -0.12110 3.02156 -6.54910
C 0.80600 3.45278 -7.62443
O 0.73502 4.57450 -8.08831
C 1.82492 2.49419 -8.11854
C 2.72497 2.89596 -9.10183
C 3.70282 2.01817 -9.54722
C 3.78598 0.73558 -9.01185
C 2.88195 0.32660 -8.04190
C 1.89528 1.20220 -7.59565
H -0.96197 0.29824 -4.70099
H -2.59455 1.90934 -3.79452
H -2.63198 4.24177 -4.62762
H -1.06559 4.94857 -6.39675
H 2.66721 3.89487 -9.51809
H 4.40514 2.33419 -10.31007
H 4.55637 0.05402 -9.35399
H 2.94947 -0.67406 -7.63105
O -2.04677 8.51921 4.04786
C -1.13990 7.75733 3.77120
C 0.27353 8.15611 3.98829
C 0.55883 9.40545 4.53296
C 1.87481 9.77153 4.77598
C 2.91147 8.89120 4.47747
C 2.63255 7.65234 3.91864
C 1.31405 7.28328 3.66667
C 1.02796 5.96322 3.05219
O 1.93722 5.22509 2.72197
C -0.38465 5.55671 2.85400
C -0.66841 4.30648 2.31182
C -1.98574 3.90159 2.15241
C -3.02568 4.74487 2.53481
C -2.74743 5.99810 3.06260
C -1.42654 6.41047 3.21921
H -0.24499 10.09184 4.77196
H 2.09471 10.74285 5.20419
H 3.93837 9.17362 4.67948
H 3.44301 6.97246 3.68317
H 0.13707 3.64501 2.01753
H -2.20415 2.92529 1.73381
H -4.05454 4.42379 2.41876
H -3.56093 6.65154 3.35561
*
```


No. 2
C46H40BrGe2HfN5O4S2 | wB97M-V/def2-TZVPD

Properties
LUMO (spin up / spin down) = -3.84 / -6.00 eV
ΔE to the lowest compared entry with this formula, charge and spin = 0.178 eV
Total energy = -9923.76965 Ha
Kohn-Sham gap (spin up / spin down) = 6.38 / 4.22 eV
F_max = 0.8 eV Å⁻¹

ORCA input file:
```
! RIJCOSX wB97M-V def2-TZVPD def2/J DEFGRID3
* xyz 1 2
Hf 0.00941 0.50662 0.37118
Br 5.20698 -1.28313 5.56801
C 3.69974 -0.91901 4.49891
C 2.42266 -0.98579 5.05088
C 1.30938 -0.70428 4.28299
C 1.45249 -0.36324 2.94214
O 0.37879 -0.05101 2.21989
C 2.73982 -0.31778 2.36564
C 3.03242 -0.02989 0.97741
N 2.20899 0.02819 -0.01586
C 2.69568 0.26790 -1.33794
C 3.97585 0.00676 -1.75072
C 4.37624 0.28013 -3.07487
C 3.49190 0.80240 -3.97278
C 2.15372 1.04558 -3.58817
C 1.18559 1.58285 -4.47234
C -0.09060 1.78306 -4.04114
C -0.42672 1.42130 -2.72400
N 0.44695 0.92310 -1.87472
C 1.74710 0.75290 -2.27633
C 3.85777 -0.58097 3.17567
H 2.30507 -1.24797 6.09375
H 0.31636 -0.73117 4.71044
H 4.08976 0.14166 0.78287
H 4.69768 -0.42116 -1.06863
H 5.39519 0.07037 -3.36898
H 3.79523 1.02693 -4.98708
H 1.47942 1.83059 -5.48491
H -0.85521 2.19395 -4.68418
H -1.43769 1.56503 -2.35817
H 4.85119 -0.52344 2.74917
S 1.16414 2.71496 0.72613
C 0.27767 4.21112 0.34104
C -0.09723 5.06969 1.36920
C -0.66691 6.29989 1.07245
C -0.88463 6.67425 -0.24580
C -0.52410 5.81139 -1.27104
C 0.06437 4.58967 -0.98066
H 0.08367 4.78434 2.39762
H -0.93917 6.96806 1.87975
H -1.32986 7.63377 -0.47306
H -0.68639 6.09488 -2.30314
H 0.38012 3.93415 -1.78390
C -2.74693 -0.81569 -3.70146
Ge -3.41275 -1.44465 -1.96276
C -5.36514 -1.51275 -2.02282
C -2.72609 -3.27317 -1.77959
Ge -2.60166 0.00211 -0.18146
C -3.32419 1.81735 -0.51907
C -4.15406 2.09392 -1.60990
C -4.64440 3.37146 -1.84215
C -4.31198 4.40934 -0.98249
C -3.48424 4.16007 0.10038
C -2.99002 2.88055 0.31893
C -3.44494 -0.60941 1.50831
C -3.30958 0.11630 2.69246
C -3.85188 -0.33998 3.88573
C -4.53497 -1.54830 3.92411
C -4.67381 -2.29048 2.76077
C -4.13309 -1.82223 1.56899
H -3.10828 -1.46956 -4.49679
H -1.65657 -0.83757 -3.72162
H -3.08281 0.19884 -3.92120
H -5.67102 -2.12117 -2.87590
H -5.80372 -0.52203 -2.13281
H -5.77549 -1.96007 -1.11824
H -3.02637 -3.87041 -2.64228
H -3.10054 -3.76498 -0.88139
H -1.63561 -3.26225 -1.74195
H -4.44570 1.30121 -2.28866
H -5.29711 3.55344 -2.68692
H -4.69626 5.40616 -1.15627
H -3.20936 4.96086 0.77142
H -2.34884 2.73630 1.18675
H -2.78674 1.06744 2.70024
H -3.74402 0.25110 4.78662
H -4.95979 -1.90566 4.85293
H -5.20946 -3.23142 2.77617
H -4.26146 -2.42520 0.67661
O -3.50650 -7.67575 1.87860
S -2.83271 -8.70422 1.10642
O -2.49029 -9.85752 1.90876
O -3.64135 -9.08291 -0.04164
C -1.29546 -7.99418 0.49989
N -0.40394 -8.87779 0.08817
C 0.73758 -8.36010 -0.35585
C 0.96436 -6.99240 -0.38984
C -0.06132 -6.17151 0.05587
N -1.20605 -6.68264 0.51269
C 0.03309 -4.68832 0.07267
C -0.75518 -3.96113 0.95419
C -0.69026 -2.58316 0.93340
N 0.10779 -1.90514 0.09447
C 0.87909 -2.60721 -0.74146
C 0.86787 -3.98822 -0.78928
H 1.49108 -9.06328 -0.68934
H 1.90792 -6.59752 -0.73656
H -1.43019 -4.45720 1.63720
H -1.29943 -2.00003 1.61158
H 1.51309 -2.04380 -1.41363
H 1.48999 -4.49245 -1.51558
*
```


No. 3
C46H40F7MgN3O3S | wB97M-V/def2-TZVPD

Properties
LUMO = 3.52 eV
Total energy = -3464.41133 Ha
Kohn-Sham gap = 4.59 eV
F_max = 0.5 eV Å⁻¹

ORCA input file:
```
! RIJCOSX wB97M-V def2-TZVPD def2/J DEFGRID3
* xyz -2 1
Mg 0.17368 0.61739 -0.77276
F 3.31358 1.47916 6.09058
C 3.15301 1.56095 4.75348
C 2.59965 0.51513 4.04165
F 2.22180 -0.59878 4.69963
C 2.44269 0.60514 2.67184
F 1.90986 -0.45946 2.06709
C 2.81649 1.73153 1.92282
S 2.61501 1.86746 0.21012
C 3.37706 2.76274 2.69196
F 3.77955 3.89689 2.10289
C 3.54396 2.69054 4.06137
F 4.08838 3.72002 4.73858
C 1.71294 -5.01622 3.71442
C 0.40194 -5.54387 3.13899
C -0.54986 -5.87552 4.28027
C -1.94430 -6.19724 3.77314
C -2.47028 -5.01774 3.00778
C -3.80324 -4.67170 3.01740
C -4.24185 -3.59051 2.26366
F -5.56276 -3.28911 2.30275
C -3.39175 -2.85059 1.49370
C -2.03466 -3.18536 1.47480
C -1.13349 -2.39635 0.58541
O -1.58453 -1.45493 -0.04796
C 0.22276 -2.90206 0.51756
C 0.58355 -3.92971 1.31603
N -0.21215 -4.56914 2.21756
C -1.56685 -4.25120 2.24870
C 1.32390 -2.30863 -0.35076
O 2.31007 -3.03103 -0.55959
O 1.17702 -1.10715 -0.68948
H 2.07350 -5.71174 4.47507
H 1.55133 -4.04249 4.18015
H 2.49464 -4.90663 2.96665
H 0.60077 -6.46340 2.57398
H -0.59739 -5.01901 4.95997
H -0.12683 -6.71236 4.83930
H -2.61696 -6.44260 4.59686
H -1.90161 -7.07680 3.12029
H -4.51828 -5.23926 3.60116
H -3.72505 -2.01140 0.89687
H 1.60784 -4.26658 1.23646
F -1.28132 6.66392 2.81926
C -1.21811 5.36370 2.36790
C -2.10417 4.94086 1.39922
C -2.03428 3.63070 0.94882
C -1.09252 2.70814 1.44437
C -1.02724 1.33102 0.95712
C -0.21143 3.20493 2.42304
C -0.26486 4.51384 2.88524
H -2.82491 5.63497 0.98340
H -2.71115 3.31135 0.16286
H -2.00600 0.99360 0.60186
H -0.68366 0.64692 1.74385
H 0.54073 2.53883 2.83221
H 0.43228 4.87234 3.63368
N 2.02104 1.11387 -2.71551
C 2.90980 0.42535 -2.94294
C 3.99596 -0.47178 -3.21959
C 4.58054 -0.51100 -4.48326
C 5.62554 -1.38789 -4.72145
C 6.07602 -2.22132 -3.70408
C 5.48201 -2.18106 -2.45080
C 4.43891 -1.30376 -2.19654
H 4.21139 0.14251 -5.26267
H 6.08588 -1.42468 -5.70101
H 6.89038 -2.91048 -3.89449
H 5.81829 -2.84308 -1.66352
H 3.93735 -1.27799 -1.23901
C -4.03339 4.87504 -3.59579
C -2.75502 4.32461 -3.00911
C -1.83826 5.17618 -2.40846
C -0.66669 4.63849 -1.86397
C 0.34072 5.51628 -1.16799
C -0.43557 3.28418 -1.94036
C -1.35121 2.36111 -2.52037
C -2.52112 2.95540 -3.06618
N -1.03640 1.03996 -2.46905
C -1.72251 0.07721 -3.32831
C -1.79908 0.53523 -4.80461
C -0.86852 -1.19597 -3.32360
C -3.12261 -0.30973 -2.81199
H -4.11652 5.94877 -3.41608
H -4.90966 4.39103 -3.15586
H -4.08026 4.70925 -4.67620
H -2.03364 6.24250 -2.34442
H 0.01519 6.55888 -1.15501
H 1.31523 5.46266 -1.65911
H 0.48262 5.18684 -0.13646
H 0.50037 2.91819 -1.52803
H -3.28698 2.34102 -3.51535
H -0.89344 1.09185 -5.05556
H -2.65332 1.17261 -5.02329
H -1.86395 -0.33804 -5.46213
H 0.11361 -0.99102 -3.75699
H -1.35350 -1.98808 -3.90469
H -0.72122 -1.55841 -2.30765
H -3.78304 0.55343 -2.73857
H -3.03001 -0.74619 -1.81607
H -3.59140 -1.04544 -3.47710
*
```


No. 4
C46H40N11O2SW | wB97M-V/def2-TZVPD

Properties
LUMO = -9.97 eV
ΔE to the lowest compared entry with this formula, charge and spin = 1.705 eV
Total energy = -2994.13510 Ha
Kohn-Sham gap = 4.71 eV
F_max = 3.7 eV Å⁻¹

ORCA input file:
```
! RIJCOSX wB97M-V def2-TZVPD def2/J DEFGRID3
* xyz 3 1
W 1.18041 0.18540 0.12639
C 5.28375 -1.25695 0.20194
C 4.20180 -0.47006 -0.32780
O 2.93076 -0.82409 -0.10986
C 4.48794 0.59338 -1.08378
C 3.43840 1.32224 -1.77995
C 3.87031 2.31183 -2.80122
N 2.13786 1.15911 -1.51248
N 1.32906 1.43209 -2.69823
C 0.24520 0.76846 -2.55163
O 0.04039 0.02164 -1.46713
C -0.83634 0.89360 -3.50845
C -0.72138 1.92573 -4.42986
C -1.77140 2.21992 -5.28711
C -2.87204 1.38775 -5.30663
C -2.94625 0.23718 -4.45440
C -2.03377 0.12464 -3.45190
H 4.90728 -1.90232 1.01250
H 6.02351 -0.52127 0.48480
H 5.68799 -1.83580 -0.61134
H 5.51532 0.82346 -1.33676
H 4.87252 2.74986 -2.62415
H 3.13256 3.04564 -2.85085
H 3.91841 1.95964 -3.83649
H 0.28719 2.42784 -4.42414
H -1.68667 2.98872 -5.98782
H -3.66921 1.55168 -6.03708
H -3.76097 -0.44961 -4.55044
H -2.25171 -0.60856 -2.67071
N 2.48889 0.27894 4.25140
C 2.11913 -1.03481 4.35763
C 2.26356 -1.80667 5.44202
C 2.06405 -3.17468 5.22824
C 1.78755 -3.62897 3.95100
C 1.63794 -2.79486 2.82572
C 1.73332 -1.46956 3.10635
N 1.79361 -0.33103 2.25877
C 2.25232 0.67105 2.99922
C 2.48804 2.00617 2.43907
C 2.71767 3.20661 2.98618
S 3.03158 4.35010 1.75785
C 2.75582 3.12426 0.55079
N 2.45565 1.96322 1.06275
H 2.97302 0.85355 4.96382
H 2.67890 -1.35277 6.37249
H 2.22392 -3.89970 5.98444
H 1.84463 -4.70425 3.79922
H 1.45011 -3.19759 1.82184
H 2.84744 3.40338 4.07017
H 2.86699 3.40053 -0.47045
N -0.00326 1.42847 0.74705
C -0.63832 2.49055 1.15024
C -1.71741 2.30124 2.11965
C -1.50996 1.31463 3.09116
C -2.55698 0.91564 3.92389
C -3.74570 1.67126 3.82226
C -3.93485 2.72238 2.95398
C -2.92354 3.03144 2.07451
C -0.35367 3.82495 0.57133
C -0.61595 4.97863 1.31060
C -0.39693 6.21739 0.77915
C -0.13797 6.31556 -0.56769
C 0.14734 5.19606 -1.31196
C 0.03788 3.90303 -0.81830
H -0.50948 0.81497 3.15100
H -2.31179 0.32430 4.81024
H -4.43222 1.35335 4.56346
H -4.76007 3.39463 2.94707
H -2.99610 3.80012 1.32544
H -0.80924 4.87551 2.39651
H -0.53773 7.13981 1.33441
H 0.00267 7.27122 -1.07836
H 0.33342 5.33788 -2.36807
H 0.44881 3.08815 -1.33075
C 0.91089 -3.07936 -1.40566
C 0.05254 -2.70539 -0.18664
N 0.00860 -1.58465 0.55677
C -0.90934 -1.78681 1.56216
C -1.47474 -2.99519 1.43722
N -0.85249 -3.57087 0.30467
C -1.24320 -4.89973 -0.10058
N -2.61486 -5.00419 -0.56978
N -3.60188 -5.31495 0.29364
N -4.69641 -5.11964 -0.31672
C -4.45132 -4.75407 -1.60726
C -5.30577 -4.27210 -2.61628
C -4.71969 -3.89649 -3.79411
C -3.30870 -3.93951 -4.02809
C -2.45932 -4.27533 -3.02611
C -3.05902 -4.66711 -1.80067
H 1.86572 -2.58331 -1.34822
H 0.42915 -2.57083 -2.28639
H 0.96523 -4.18141 -1.56958
H -1.07363 -1.01562 2.30999
H -2.19942 -3.44991 2.08400
H -1.01541 -5.63257 0.71982
H -0.60804 -5.16185 -0.92817
H -6.34900 -4.04105 -2.45103
H -5.31294 -3.47823 -4.56639
H -3.06404 -3.55225 -4.96233
H -1.40691 -4.30277 -3.18505
*
```